Entry 1:
C54H55FN8O18 | the ωB97M-V functional and the def2-TZVPD basis

HOMO energy: -9.4 eV
E: -108354.540 eV

Atoms and positions in Å:
1 C -5.752 3.008 -2.597
2 C -4.711 3.733 -2.211
3 C -3.408 4.594 -1.783
4 C -3.611 5.179 -0.292
5 C -2.255 5.388 0.558
6 N -1.134 4.453 0.215
7 C -0.230 5.033 -0.837
8 O 0.141 6.247 -0.888
9 O 0.265 4.121 -1.872
10 O 0.527 2.912 -1.313
11 C -0.500 1.956 -1.726
12 C -0.122 0.411 -1.465
13 O -0.443 -0.083 -0.141
14 C -1.767 -0.684 -0.081
15 C -2.856 0.226 0.726
16 C -0.212 4.308 1.417
17 C -0.536 3.012 2.319
18 F -0.085 5.550 2.182
19 H -6.625 2.254 -2.552
20 H -3.275 5.475 -2.530
21 H -2.502 3.903 -1.922
22 H -4.081 6.240 -0.420
23 H -4.419 4.572 0.292
24 H -1.981 6.506 0.526
25 H -2.530 5.166 1.671
26 H -0.715 2.166 -2.854
27 H -1.441 2.181 -1.078
28 H -0.628 -0.198 -2.322
29 H 1.024 0.300 -1.663
30 H -2.207 -0.995 -1.096
31 H -1.661 -1.663 0.540
32 H -2.448 0.510 1.761
33 H -3.890 -0.287 0.821
34 H -3.020 1.171 0.073
35 H 0.843 4.126 0.951
36 H -0.616 3.238 3.452
37 H 0.324 2.240 2.155
38 H -1.497 2.528 1.898
39 C 2.648 -5.770 0.710
40 C 1.379 -6.300 0.493
41 C 0.266 -5.713 1.089
42 C 0.436 -4.591 1.901
43 C 1.706 -4.060 2.128
44 C 2.813 -4.655 1.529
45 N -0.735 -3.955 2.510
46 O -1.834 -4.461 2.302
47 O -0.552 -2.951 3.190
48 H 3.513 -6.227 0.238
49 H 1.256 -7.170 -0.146
50 H -0.717 -6.137 0.911
51 H 1.849 -3.190 2.762
52 H 3.805 -4.248 1.697
53 C -1.986 10.863 3.437
54 C -1.829 9.529 3.070
55 C -2.746 8.930 2.210
56 C -3.816 9.681 1.719
57 C -3.981 11.016 2.090
58 C -3.061 11.605 2.952
59 N -4.770 9.063 0.794
60 O -4.604 7.880 0.505
61 O -5.677 9.761 0.358
62 H -1.265 11.328 4.103
63 H -0.990 8.956 3.452
64 H -2.612 7.890 1.933
65 H -4.812 11.607 1.717
66 H -3.178 12.644 3.245
67 C 4.531 -0.608 -3.465
68 C 4.158 -0.408 -2.138
69 C 4.595 -1.286 -1.151
70 C 5.412 -2.362 -1.503
71 C 5.783 -2.571 -2.832
72 C 5.338 -1.689 -3.813
73 N 5.895 -3.274 -0.464
74 O 5.532 -3.069 0.690
75 O 6.638 -4.189 -0.805
76 H 4.193 0.083 -4.232
77 H 3.527 0.436 -1.874
78 H 4.296 -1.118 -0.121
79 H 6.414 -3.407 -3.117
80 H 5.624 -1.841 -4.849
81 C -5.292 6.046 7.102
82 C -4.734 6.558 8.270
83 C -4.338 7.891 8.328
84 C -4.510 8.706 7.209
85 C -5.061 8.196 6.033
86 C -5.452 6.861 5.983
87 N -4.118 10.117 7.272
88 O -3.619 10.525 8.316
89 O -4.315 10.809 6.279
90 H -5.605 5.006 7.062
91 H -4.610 5.917 9.138
92 H -3.904 8.277 9.246
93 H -5.195 8.821 5.155
94 H -5.884 6.455 5.074
95 C 10.282 -5.048 -0.091
96 C 9.898 -4.014 -0.941
97 C 10.828 -3.434 -1.799
98 C 12.143 -3.902 -1.800
99 C 12.535 -4.932 -0.945
100 C 11.598 -5.504 -0.089
101 N 13.121 -3.312 -2.720
102 O 12.744 -2.396 -3.443
103 O 14.258 -3.771 -2.716
104 H 9.551 -5.501 0.573
105 H 8.871 -3.663 -0.937
106 H 10.515 -2.630 -2.457
107 H 13.557 -5.300 -0.935
108 H 11.892 -6.308 0.579
109 C -2.283 -9.737 -4.472
110 C -2.235 -9.451 -3.109
111 C -1.008 -9.350 -2.461
112 C 0.168 -9.531 -3.189
113 C 0.127 -9.826 -4.552
114 C -1.106 -9.929 -5.191
115 N 1.462 -9.398 -2.513
116 O 1.453 -9.155 -1.310
117 O 2.476 -9.530 -3.188
118 H -3.243 -9.810 -4.976
119 H -3.155 -9.305 -2.553
120 H -0.986 -9.126 -1.400
121 H 1.037 -9.973 -5.125
122 H -1.149 -10.154 -6.252
123 C -4.889 -6.899 -3.314
124 C -4.333 -6.373 -2.151
125 C -3.943 -5.038 -2.106
126 C -4.120 -4.235 -3.234
127 C -4.671 -4.759 -4.405
128 C -5.055 -6.097 -4.440
129 N -3.733 -2.823 -3.182
130 O -3.234 -2.407 -2.140
131 O -3.932 -2.139 -4.179
132 H -5.197 -7.941 -3.342
133 H -4.205 -7.004 -1.277
134 H -3.510 -4.641 -1.193
135 H -4.808 -4.143 -5.288
136 H -5.487 -6.514 -5.345

Mulliken atomic charge list, values in e, 6 entries: atom 1 (C): -0.557, atom 2 (C): -0.367, atom 3 (C): 0.462, atom 4 (C): -0.491, atom 5 (C): -0.948, atom 6 (N): 0.806


Entry 2:
C54H56BeNOP2S2SiTe | the ωB97M-V functional and the def2-TZVPD basis

HOMO energy: -9.8 eV
Relative energy (zero: lowest compared OMol25 entry of this formula, charge and spin): 0.0 kJ/mol
Total charge: +1
E: -116258.863 eV

Atoms and positions in Å:
1 Be -0.293 -0.056 -1.235
2 C 4.804 1.959 4.500
3 S 5.637 0.944 3.346
4 C 4.592 -0.594 3.629
5 C 3.585 -0.937 2.444
6 C 2.634 0.235 2.356
7 N 1.478 -0.033 1.467
8 P -0.130 -0.199 2.121
9 C 0.249 -1.316 3.485
10 C 0.483 -2.630 3.047
11 C 0.870 -3.545 3.986
12 C 1.103 -3.252 5.297
13 C 0.805 -1.947 5.701
14 C 0.347 -1.006 4.826
15 C -0.241 1.500 2.846
16 C 0.504 2.665 2.488
17 C 0.229 3.901 3.035
18 C -0.768 4.017 4.018
19 C -1.488 2.888 4.390
20 C -1.264 1.688 3.741
21 P 1.649 0.050 -0.249
22 C 2.734 1.399 -0.817
23 C 4.076 1.466 -0.429
24 C 4.811 2.512 -0.867
25 C 4.306 3.495 -1.684
26 C 2.986 3.417 -2.128
27 C 2.179 2.363 -1.700
28 C 2.591 -1.427 -0.756
29 C 2.131 -2.661 -0.380
30 C 2.727 -3.779 -0.866
31 C 3.837 -3.692 -1.722
32 C 4.312 -2.419 -2.077
33 C 3.686 -1.286 -1.589
34 H 5.295 2.957 4.447
35 H 4.977 1.658 5.515
36 H 3.768 2.057 4.317
37 H 4.048 -0.440 4.577
38 H 5.313 -1.363 3.850
39 H 3.012 -1.770 2.674
40 H 4.132 -1.047 1.472
41 H 3.144 1.133 2.033
42 H 2.176 0.451 3.307
43 H 0.342 -2.911 2.002
44 H 1.159 -4.571 3.608
45 H 1.288 -3.961 6.048
46 H 0.874 -1.672 6.702
47 H 0.203 0.030 5.148
48 H 1.291 2.606 1.645
49 H 0.704 4.785 2.730
50 H -0.959 4.961 4.475
51 H -2.242 3.010 5.138
52 H -1.891 0.815 3.915
53 H 4.498 0.646 0.168
54 H 5.833 2.520 -0.728
55 H 4.978 4.332 -2.032
56 H 2.595 4.136 -2.781
57 H 1.148 2.277 -2.075
58 H 1.288 -2.728 0.301
59 H 2.246 -4.746 -0.527
60 H 4.210 -4.589 -2.142
61 H 5.129 -2.347 -2.781
62 H 4.071 -0.366 -1.847
63 C 2.297 0.412 -4.526
64 Te 0.905 -1.029 -3.746
65 C -0.558 -0.983 -5.334
66 H 2.620 0.109 -5.525
67 H 3.126 0.415 -3.852
68 H 1.895 1.375 -4.468
69 H -0.160 -0.193 -6.038
70 H -1.514 -0.633 -4.970
71 H -0.577 -1.917 -5.872
72 O -1.027 -1.325 -0.768
73 S -2.415 -1.304 -0.200
74 C -2.426 -2.553 0.978
75 C -1.895 -3.819 0.748
76 C -2.200 -4.868 1.642
77 C -2.903 -4.566 2.794
78 C -3.340 -3.271 3.084
79 C -3.101 -2.291 2.154
80 C -3.439 -2.117 -1.447
81 C -2.834 -2.654 -2.582
82 C -3.673 -3.017 -3.623
83 C -5.112 -2.917 -3.455
84 C -5.629 -2.273 -2.351
85 C -4.794 -1.847 -1.347
86 H -1.425 -4.090 -0.211
87 H -1.881 -5.820 1.329
88 H -3.026 -5.347 3.502
89 H -4.010 -3.120 3.925
90 H -3.506 -1.301 2.330
91 H -1.761 -2.613 -2.672
92 H -3.199 -3.408 -4.564
93 H -5.824 -3.192 -4.273
94 H -6.693 -2.048 -2.360
95 H -5.113 -1.181 -0.576
96 C -0.467 3.518 -5.716
97 C -1.522 2.610 -5.628
98 C -1.841 2.110 -4.342
99 C -1.195 2.604 -3.149
100 C -0.245 3.622 -3.299
101 C 0.131 4.068 -4.590
102 Si -1.466 1.794 -1.402
103 C -3.288 1.953 -0.794
104 C -3.613 2.508 0.490
105 C -4.934 2.789 0.783
106 C -5.985 2.373 -0.045
107 C -5.664 1.768 -1.245
108 C -4.344 1.658 -1.672
109 H -0.170 4.013 -6.673
110 H -2.024 2.212 -6.442
111 H -2.675 1.374 -4.343
112 H 0.297 4.144 -2.496
113 H 0.910 4.808 -4.734
114 H -0.755 2.618 -0.393
115 H -2.875 2.879 1.113
116 H -5.139 3.258 1.759
117 H -7.028 2.463 0.284
118 H -6.536 1.437 -1.901
119 H -4.170 1.220 -2.671

Mulliken atomic charge list, values in e, 6 entries: atom 1 (Be): -0.473, atom 2 (C): -0.697, atom 3 (S): -0.108, atom 4 (C): -1.191, atom 5 (C): -0.200, atom 6 (C): -1.953